# 1
{
  "formula": "C23H47FN3O4S",
  "method": "the ωB97M-V functional and the def2-TZVPD basis",
  "gap_ev": [7.87, 8.01],
  "multiplicity": 3,
  "lumo_ev": [-3.2, -3.7],
  "s_squared": 2.010,
  "total_charge": 1,
  "elements": ["O", "S", "O", "F", "C", "C", "C", "C", "N", "C", "H", "H", "H", "H", "H", "H", "H", "H", "H", "H", "H", "C", "C", "C", "C", "C", "C", "N", "O", "C", "C", "C", "H", "H", "H", "H", "H", "H", "H", "H", "H", "H", "H", "H", "H", "H", "H", "H", "H", "H", "C", "C", "C", "C", "C", "C", "N", "O", "C", "C", "C", "H", "H", "H", "H", "H", "H", "H", "H", "H", "H", "H", "H", "H", "H", "H", "H", "H", "H"],
  "positions_angstrom": [[5.303649, 0.574394, -1.843163], [4.642118, -0.765803, -1.431634], [4.664736, -0.859635, 0.115312], [5.643173, -2.075822, -2.010974], [2.934075, -1.042683, -2.195816], [2.160073, 0.378230, -2.587645], [1.373890, 1.004972, -1.292765], [0.408595, -0.105012, -0.524222], [0.513342, -1.486374, -1.182688], [1.955748, -1.986098, -1.224026], [3.091340, -1.596954, -3.241547], [2.858662, 1.137438, -3.155903], [1.316406, 0.056735, -3.366811], [2.184266, 1.424558, -0.556070], [0.643157, 1.860634, -1.691443], [-0.711386, 0.228758, -0.446545], [0.829473, -0.231387, 0.560372], [0.003493, -2.145786, -0.521861], [0.023452, -1.524503, -2.105267], [1.998589, -3.071789, -1.691154], [2.323514, -1.996116, -0.098390], [3.824869, 1.596457, 4.736597], [3.655760, 2.524332, 3.495647], [4.351669, 3.901791, 3.709408], [3.566837, 4.913790, 4.531071], [2.137492, 5.036376, 4.017447], [1.418447, 3.665362, 3.965156], [2.191890, 2.639267, 3.178606], [2.073388, 2.970596, 1.818238], [1.175270, 3.189849, 5.424627], [-0.026697, 3.869217, 3.408538], [4.492506, 1.794861, 2.385991], [2.890594, 1.380821, 5.257031], [4.195283, 0.602205, 4.455055], [4.524656, 2.012652, 5.467468], [4.546666, 4.364275, 2.730390], [5.336749, 3.759847, 4.171678], [3.581139, 4.635253, 5.589806], [4.057779, 5.891547, 4.468712], [1.585138, 5.732973, 4.661648], [2.153560, 5.497673, 3.021253], [0.694056, 2.205282, 5.446608], [0.514138, 3.884758, 5.957670], [2.086086, 3.139754, 6.024802], [-0.038503, 4.333088, 2.416247], [-0.610489, 4.529369, 4.062048], [-0.561967, 2.913892, 3.348646], [4.042983, 0.833793, 2.109554], [5.511115, 1.592821, 2.742816], [4.599405, 2.396220, 1.475363], [-5.718672, -2.860713, -1.276634], [-4.539084, -2.060141, -1.906844], [-4.980870, -1.306644, -3.196978], [-5.040511, -2.149721, -4.462243], [-3.754431, -2.946727, -4.642911], [-3.424906, -3.809280, -3.399184], [-3.387493, -2.998620, -2.129863], [-2.209398, -2.233058, -2.150598], [-4.476770, -4.949707, -3.307999], [-2.086591, -4.574561, -3.650333], [-4.253812, -0.943693, -0.841118], [-5.583613, -3.942868, -1.306954], [-5.830120, -2.647555, -0.205582], [-6.673821, -2.630829, -1.758230], [-4.279090, -0.482239, -3.392559], [-5.958631, -0.833151, -3.042019], [-5.912269, -2.811581, -4.436026], [-5.183841, -1.494648, -5.328995], [-3.849962, -3.581574, -5.533518], [-2.930517, -2.253041, -4.856033], [-4.308327, -5.575663, -2.424129], [-4.418926, -5.606581, -4.185096], [-5.507920, -4.591375, -3.282874], [-1.248527, -3.904344, -3.870368], [-2.174288, -5.248126, -4.511908], [-1.817717, -5.189000, -2.782624], [-3.867329, -1.368285, 0.092955], [-5.175517, -0.397947, -0.599606], [-3.537231, -0.194208, -1.197610]],
  "atomic_forces_ev_per_a": [[-3.0, -5.5, 0.1], [4.6, 4.0, 4.4], [-1.1, -0.9, -5.8], [-2.6, 2.5, 0.8], [-1.7, -0.3, -1.7], [-0.9, -0.5, 0.0], [-0.1, 0.3, -0.6], [0.8, 1.6, 0.9], [-0.1, -0.4, 1.0], [2.0, -0.7, -0.2], [0.1, 1.1, 2.5], [-1.3, -1.6, 1.5], [1.9, 0.5, 1.5], [-1.9, -0.7, -1.2], [1.9, -1.8, 1.0], [2.2, -0.9, -0.4], [-0.9, 0.1, -2.0], [0.4, 0.8, -1.4], [0.3, -0.1, 0.8], [-0.4, 2.3, 1.2], [-0.6, 0.1, -2.5], [-0.3, -0.2, 0.3], [1.6, -1.3, 0.6], [-0.3, 0.3, -0.3], [0.0, 0.0, 0.1], [0.3, -0.1, -0.2], [-1.6, 0.4, 1.3], [0.6, 2.8, -4.3], [-0.1, -1.4, 3.4], [0.3, -0.2, 0.1], [0.5, -0.2, -0.6], [-0.8, 0.5, -0.4], [0.1, 0.2, -0.1], [0.1, 0.3, -0.1], [-0.1, 0.0, -0.1], [-0.1, -0.3, 0.0], [-0.2, -0.3, -0.2], [-0.1, 0.0, 0.0], [0.0, -0.1, 0.0], [-0.1, -0.3, -0.1], [-0.1, -0.2, 0.0], [0.1, 0.1, -0.1], [0.1, 0.0, -0.4], [-0.1, -0.1, -0.1], [0.2, -0.2, 0.1], [0.4, -0.2, 0.1], [0.2, 0.1, 0.0], [0.0, 0.2, 0.1], [-0.4, 0.1, 0.2], [-0.2, -0.1, 0.2], [-0.1, -0.5, 0.1], [-1.6, 0.6, 1.4], [0.4, 0.0, -0.4], [-0.1, -0.1, 0.0], [-0.1, 0.4, 0.2], [0.0, -2.1, -1.0], [3.4, 3.8, -1.9], [-2.6, -2.3, 0.6], [-0.3, 0.1, 0.2], [0.1, 0.6, 0.4], [0.8, -0.3, -0.4], [0.0, 0.2, -0.2], [0.1, 0.2, -0.3], [0.2, 0.0, 0.0], [0.0, -0.2, 0.2], [0.2, -0.2, 0.3], [0.1, 0.0, 0.0], [0.0, -0.1, 0.1], [0.1, -0.1, 0.4], [0.0, -0.1, 0.2], [0.0, 0.1, -0.1], [0.2, 0.3, 0.1], [0.2, 0.0, 0.1], [-0.2, 0.0, 0.1], [-0.3, 0.2, 0.2], [-0.1, 0.1, -0.1], [-0.1, 0.0, -0.2], [0.1, -0.4, -0.2], [-0.1, -0.2, 0.0]]
}

=====

# 2
{
  "formula": "C23H47N9O5",
  "method": "the ωB97M-V functional and the def2-TZVPD basis",
  "gap_ev": 9.65,
  "smiles": "CN(C)C=O.CN(C)C=O.CN(C)C=O.CN(C)C=O.CN(C)C=O.CC#N.CC#N.CC#N.CC#N",
  "lumo_ev": 0.3,
  "total_charge": 0,
  "elements": ["C", "N", "C", "C", "O", "H", "H", "H", "H", "H", "H", "H", "C", "N", "C", "C", "O", "H", "H", "H", "H", "H", "H", "H", "C", "N", "C", "C", "O", "H", "H", "H", "H", "H", "H", "H", "C", "N", "C", "C", "O", "H", "H", "H", "H", "H", "H", "H", "C", "N", "C", "C", "O", "H", "H", "H", "H", "H", "H", "H", "C", "C", "N", "H", "H", "H", "C", "C", "N", "H", "H", "H", "C", "C", "N", "H", "H", "H", "C", "C", "N", "H", "H", "H"],
  "positions_angstrom": [[-3.859200, 3.256503, 0.590368], [-4.261835, 2.291914, 1.598566], [-4.782821, 1.020514, 1.086099], [-4.236336, 2.689036, 2.921188], [-4.838899, 2.217231, 3.871287], [-4.792632, 3.652384, 0.145374], [-3.218370, 2.878984, -0.194997], [-3.331871, 4.109626, 0.965602], [-5.295669, 0.442023, 1.878989], [-5.531730, 1.248173, 0.334113], [-3.995204, 0.405845, 0.711908], [-3.585420, 3.595576, 3.046535], [-1.257103, -1.515407, 4.249753], [-1.528814, -1.384392, 2.865591], [-2.522620, -2.257967, 2.369312], [-1.029105, -0.427901, 2.056268], [-1.249404, -0.254505, 0.855119], [-2.218311, -1.583846, 4.794257], [-0.686715, -0.615306, 4.583462], [-0.645136, -2.385216, 4.515155], [-2.278276, -3.343846, 2.469496], [-3.393917, -2.148709, 3.000727], [-2.830591, -2.007056, 1.374381], [-0.441878, 0.282452, 2.633127], [1.730895, -4.358747, -2.164011], [1.216969, -3.709134, -3.394333], [2.129705, -2.883495, -4.178551], [0.007748, -3.969735, -3.884671], [-0.491111, -3.597306, -4.928198], [2.300856, -5.229886, -2.449748], [0.961986, -4.536538, -1.356365], [2.537113, -3.751454, -1.788677], [2.723808, -2.307190, -3.435592], [2.765458, -3.542821, -4.777309], [1.559996, -2.298371, -4.858270], [-0.521616, -4.561930, -3.156538], [0.644369, 2.373467, 0.964840], [1.915787, 2.631596, 1.614281], [2.305463, 4.000067, 1.844877], [2.370228, 1.741133, 2.577149], [1.832950, 0.678746, 2.820662], [0.473095, 1.320763, 0.698408], [0.589323, 2.982118, 0.052040], [-0.141975, 2.678673, 1.641766], [2.679267, 4.507901, 0.991901], [1.482750, 4.579960, 2.291236], [3.089709, 4.027332, 2.559748], [3.276605, 2.160056, 3.047228], [3.413405, -2.033737, 3.298953], [2.871691, -2.269737, 1.985405], [1.530198, -2.740346, 1.876736], [3.427217, -1.785771, 0.899461], [2.948527, -1.804251, -0.220705], [2.656692, -1.651567, 3.933011], [4.236533, -1.349637, 3.315673], [3.831674, -2.871954, 3.747201], [1.535893, -3.503696, 1.083814], [1.082791, -3.123434, 2.766579], [0.873055, -1.926223, 1.448465], [4.406327, -1.234787, 1.113244], [-0.896173, 5.112832, -2.150824], [-0.668327, 6.312707, -2.974789], [-0.465426, 7.276122, -3.561268], [-0.280306, 5.187159, -1.245871], [-0.623218, 4.196090, -2.553808], [-1.987660, 5.087943, -1.939060], [-3.537292, -3.069192, -4.352176], [-3.226048, -1.815569, -3.607063], [-3.158902, -0.899930, -2.946755], [-2.642299, -3.685921, -4.276486], [-3.718413, -2.773308, -5.445213], [-4.452599, -3.506273, -3.980483], [3.995459, 1.167478, -1.176448], [4.877613, 1.747012, -0.114380], [5.562585, 2.205760, 0.689875], [3.286294, 1.990537, -1.444739], [3.318787, 0.345111, -0.969451], [4.480436, 0.929042, -2.145935], [0.133096, -0.221407, -2.247774], [0.650079, 1.101045, -2.628595], [1.052119, 2.135053, -2.962653], [0.733716, -0.741394, -1.552265], [0.064489, -0.805670, -3.166458], [-0.939536, -0.081403, -1.948770]],
  "atomic_forces_ev_per_a": [[-1.1, 0.1, -0.5], [0.8, 0.0, 0.9], [-1.1, 0.5, 1.4], [-0.3, 0.2, -0.3], [0.6, -0.3, -0.9], [0.5, -0.1, -0.2], [0.0, -0.7, -0.1], [0.2, 0.4, 0.8], [0.3, 0.6, -0.2], [0.0, -0.2, -0.3], [0.7, -0.3, -0.6], [-0.4, -0.4, -0.1], [0.6, 1.2, 1.3], [0.1, -0.2, -1.4], [-1.0, -1.7, 0.3], [-0.3, 0.9, -0.1], [0.0, -0.7, 1.0], [0.5, 0.1, -0.1], [-0.5, -0.6, -0.1], [-0.1, -0.1, -0.3], [0.2, 0.7, -0.4], [-0.5, 0.1, 0.2], [0.2, 0.0, -0.6], [0.5, 0.2, 0.0], [-0.2, 0.4, -0.4], [0.5, 0.3, 0.4], [0.8, -0.9, 1.3], [-0.1, -0.2, 0.6], [0.2, 0.3, -0.4], [-0.4, -1.0, 0.0], [0.8, 0.1, -1.2], [-0.2, 0.8, 0.5], [-0.2, -0.1, -0.9], [0.3, 0.2, 0.1], [-0.4, 0.7, -0.4], [-0.8, -0.7, 0.4], [0.1, 0.1, -0.5], [0.7, -1.1, 1.0], [-1.0, 0.2, 0.4], [-0.8, 0.9, -1.3], [0.5, -0.1, 0.2], [0.4, 0.4, 0.2], [0.0, -0.2, 0.2], [-0.6, 0.1, 0.1], [0.1, 0.3, -1.1], [0.0, -0.1, -0.2], [0.8, -0.1, 0.7], [0.0, -0.5, 0.3], [0.1, 0.8, -0.5], [0.0, -0.2, 1.4], [-1.2, 0.4, -2.5], [1.9, 1.7, -0.3], [-0.3, -0.3, -0.5], [-0.8, 0.5, 0.6], [0.3, 0.8, -0.5], [0.4, -2.1, 0.7], [-0.3, -0.1, 0.4], [0.2, -0.2, 0.7], [0.6, -0.7, 0.6], [-0.8, -0.7, -0.2], [-1.1, 1.9, 1.0], [0.3, -0.8, 0.2], [-0.1, 0.1, -0.1], [-0.5, 0.3, 0.0], [0.6, -1.5, -1.4], [0.8, -0.1, 0.3], [0.5, 1.7, -1.4], [-1.2, -2.7, -1.4], [0.5, 2.0, 1.2], [-0.4, -0.3, -0.3], [0.4, -0.6, 1.5], [0.0, -0.2, 0.3], [-0.6, 1.8, -1.0], [-0.4, -1.1, -0.7], [-0.3, -0.1, -0.2], [0.5, -0.4, 0.2], [0.5, -0.3, 0.9], [0.3, 0.2, 0.9], [-1.9, 1.1, -1.4], [0.5, 0.6, -0.1], [-0.4, -1.0, 0.5], [0.6, -0.3, 1.0], [0.1, -0.1, -0.1], [1.1, -0.3, 0.2]]
}